Record 1
C56H71NOP3PtSi | ωB97M-V/def2-TZVPD

Geometry (Å):
Pt 0.49 -0.04 -0.03
C 1.76 -0.78 3.32
Si 0.37 -0.05 2.29
C -1.07 -1.16 2.79
C -1.57 -1.14 4.09
C -2.45 -2.10 4.54
C -2.84 -3.13 3.68
C -2.37 -3.16 2.39
C -1.50 -2.17 1.93
P -0.95 -2.07 0.19
C -2.59 -2.10 -0.75
C -3.64 -1.28 0.02
C -4.88 -1.05 -0.84
C -5.48 -2.37 -1.30
C -4.44 -3.20 -2.03
C -3.21 -3.44 -1.17
C 0.01 -3.63 -0.09
C -0.66 -5.00 0.17
C 0.10 -6.10 -0.57
C -0.02 -5.92 -2.09
C 0.13 -4.44 -2.51
C 0.80 -3.62 -1.42
C 0.21 1.72 2.87
C 0.49 2.08 4.19
C 0.45 3.40 4.60
C 0.15 4.40 3.67
C -0.12 4.06 2.36
C -0.09 2.72 1.95
P -0.48 2.24 0.21
C -2.26 2.72 0.14
C -3.08 2.40 1.40
C -4.45 3.07 1.29
C -5.20 2.63 0.04
C -4.37 2.81 -1.22
C -2.99 2.16 -1.09
C 0.40 3.65 -0.71
C -0.36 4.95 -1.06
C -1.24 4.87 -2.31
C -0.47 4.32 -3.50
C 0.21 3.00 -3.15
C 1.13 3.19 -1.96
H 1.35 -1.04 4.30
H 2.58 -0.07 3.48
H 2.17 -1.70 2.90
H -1.26 -0.35 4.77
H -2.84 -2.06 5.55
H -3.52 -3.90 4.03
H -2.70 -3.95 1.73
H -2.39 -1.56 -1.69
H -3.21 -0.34 0.37
H -3.92 -1.84 0.91
H -4.63 -0.44 -1.71
H -5.62 -0.49 -0.26
H -6.35 -2.19 -1.94
H -5.84 -2.93 -0.43
H -4.14 -2.69 -2.96
H -4.86 -4.17 -2.33
H -2.50 -4.05 -1.72
H -3.50 -4.00 -0.28
H 0.74 -3.52 0.72
H -1.69 -5.02 -0.15
H -0.66 -5.20 1.25
H -0.30 -7.08 -0.29
H 1.15 -6.09 -0.27
H -0.98 -6.31 -2.43
H 0.75 -6.52 -2.58
H -0.85 -4.00 -2.74
H 0.71 -4.36 -3.43
H 0.98 -2.60 -1.75
H 1.79 -4.04 -1.23
H 0.75 1.32 4.92
H 0.67 3.67 5.62
H 0.12 5.43 3.98
H -0.36 4.84 1.66
H -2.25 3.81 0.05
H -2.57 2.75 2.30
H -3.20 1.32 1.50
H -4.30 4.16 1.26
H -5.03 2.86 2.19
H -6.14 3.17 -0.04
H -5.46 1.57 0.15
H -4.23 3.88 -1.41
H -4.90 2.41 -2.09
H -2.41 2.30 -2.00
H -3.11 1.08 -0.97
H 1.14 3.92 0.04
H 0.41 5.70 -1.24
H -0.94 5.33 -0.22
H -1.61 5.87 -2.53
H -2.11 4.25 -2.12
H 0.29 5.04 -3.81
H -1.14 4.19 -4.36
H 0.78 2.63 -4.01
H -0.53 2.23 -2.92
H 1.88 3.95 -2.21
H 1.67 2.28 -1.73
O -0.41 -0.56 -2.96
N 0.76 -0.24 -2.29
C 1.68 0.07 -3.11
C 3.02 0.57 -2.79
C 3.73 1.00 -3.91
C 4.94 1.67 -3.79
C 5.43 1.94 -2.53
C 4.75 1.48 -1.40
C 3.56 0.78 -1.51
P 2.85 0.01 0.01
C 3.67 0.94 1.34
C 3.24 2.24 1.56
C 3.79 3.00 2.59
C 4.77 2.45 3.40
C 5.20 1.15 3.18
C 4.66 0.39 2.15
C 3.75 -1.58 -0.01
C 5.05 -1.70 -0.49
C 5.71 -2.92 -0.41
C 5.08 -4.02 0.16
C 3.79 -3.90 0.65
C 3.13 -2.68 0.55
H -1.04 -0.71 -2.24
H 1.42 0.03 -4.17
H 3.31 0.83 -4.89
H 5.47 2.01 -4.67
H 6.36 2.48 -2.40
H 5.17 1.68 -0.42
H 2.46 2.66 0.95
H 3.44 4.01 2.76
H 5.20 3.03 4.20
H 5.96 0.72 3.81
H 4.99 -0.63 2.00
H 5.56 -0.86 -0.93
H 6.72 -3.01 -0.79
H 5.60 -4.97 0.23
H 3.29 -4.75 1.10
H 2.12 -2.56 0.92

The total charge is +1. The value obtained for the HOMO-LUMO gap is 7.56 eV.

***

Record 2
C56H81BBrN2O34 | ωB97M-V/def2-TZVPD

Geometry (Å):
C 4.94 -0.84 3.89
C 4.58 -0.74 2.62
C 4.10 -0.83 1.09
C 4.78 0.39 0.27
C 4.32 0.22 -1.29
O 3.03 0.85 -1.56
C 1.99 -0.10 -1.76
O 2.09 -1.00 -2.68
C 0.62 -0.05 -0.90
C -0.06 1.36 -0.58
C -1.44 1.49 0.23
C -1.99 2.98 0.45
C -0.70 3.86 0.96
C 0.04 3.52 2.17
N -2.07 0.25 0.67
B -3.40 0.28 1.41
N -3.52 0.80 2.83
O -4.60 -0.18 0.71
C -1.49 -1.11 0.47
O -2.14 -2.30 0.98
C -1.62 -2.62 2.34
C -0.93 -4.07 2.44
C -0.13 -1.32 -0.31
Br 0.64 -3.13 -0.63
H 5.39 -1.18 4.90
H 4.47 -1.84 0.65
H 2.95 -0.84 1.03
H 5.93 0.32 0.38
H 4.37 1.39 0.70
H 5.12 0.77 -1.92
H 4.38 -0.90 -1.56
H 0.48 2.30 -1.00
H -2.78 3.11 1.28
H -2.29 3.44 -0.57
H -0.34 4.80 0.41
H 0.60 4.34 2.76
H 0.06 2.45 2.60
H -3.63 1.85 2.78
H -2.60 0.64 3.31
H -4.34 -0.99 0.20
H -2.56 -2.55 3.03
H -0.92 -1.74 2.66
H -1.25 -4.53 3.47
H -1.22 -4.80 1.60
H 0.22 -3.90 2.51
C -7.34 0.55 0.78
C -8.34 0.34 -0.35
C -8.99 1.61 -0.80
O -10.25 1.15 -1.29
C -10.53 0.00 -0.60
O -11.60 -0.54 -0.61
O -9.44 -0.44 0.09
H -6.89 -0.41 1.06
H -6.55 1.24 0.49
H -7.84 0.92 1.68
H -7.86 -0.19 -1.18
H -8.43 2.10 -1.60
H -9.17 2.33 0.00
C 0.24 -6.59 7.96
C -0.09 -6.32 6.50
C 0.45 -7.36 5.57
O 0.64 -6.63 4.36
C 0.85 -5.33 4.73
O 1.25 -4.47 3.98
O 0.56 -5.14 6.05
H -0.20 -5.81 8.59
H -0.15 -7.56 8.28
H 1.32 -6.57 8.13
H -1.17 -6.19 6.37
H -0.25 -8.18 5.41
H 1.42 -7.77 5.88
C 6.52 -6.41 5.76
C 5.19 -7.11 5.84
C 4.34 -6.66 6.99
O 3.55 -7.82 7.26
C 4.29 -8.89 6.85
O 4.02 -10.04 7.11
O 5.36 -8.50 6.11
H 7.09 -6.76 4.89
H 6.39 -5.32 5.68
H 7.14 -6.62 6.64
H 4.65 -7.02 4.89
H 3.70 -5.82 6.73
H 4.91 -6.41 7.89
C 5.62 5.98 0.95
C 4.29 5.25 1.03
C 3.44 5.69 2.19
O 2.67 4.52 2.46
C 3.42 3.46 2.04
O 3.17 2.31 2.30
O 4.49 3.87 1.30
H 6.18 5.63 0.08
H 5.48 7.06 0.87
H 6.24 5.76 1.83
H 3.75 5.34 0.08
H 2.79 6.53 1.93
H 4.01 5.95 3.08
C 2.24 -2.47 -5.00
C 3.13 -3.52 -5.65
C 2.46 -4.84 -5.85
O 3.54 -5.76 -5.79
C 4.50 -5.17 -5.02
O 5.47 -5.75 -4.59
O 4.22 -3.86 -4.79
H 2.78 -1.53 -4.90
H 1.35 -2.30 -5.60
H 1.95 -2.78 -4.00
H 3.55 -3.13 -6.58
H 1.95 -4.90 -6.82
H 1.74 -5.09 -5.06
C -5.49 7.73 3.56
C -4.59 6.69 2.93
C -5.25 5.36 2.72
O -4.16 4.45 2.79
C -3.21 5.05 3.58
O -2.24 4.48 4.01
O -3.51 6.36 3.80
H -4.95 8.68 3.67
H -6.38 7.90 2.96
H -5.79 7.43 4.57
H -4.16 7.07 1.99
H -5.75 5.29 1.75
H -5.97 5.11 3.51
C -10.64 -2.54 -5.18
C -9.17 -2.57 -4.83
C -8.83 -1.76 -3.61
O -7.48 -1.38 -3.86
C -7.32 -1.36 -5.21
O -6.37 -0.90 -5.78
O -8.39 -1.94 -5.84
H -10.83 -3.16 -6.06
H -11.26 -2.90 -4.36
H -10.96 -1.52 -5.44
H -8.83 -3.60 -4.73
H -8.90 -2.34 -2.69
H -9.43 -0.85 -3.51
C 6.81 -5.56 -1.65
C 6.68 -6.85 -0.87
C 5.27 -7.18 -0.48
O 5.44 -7.93 0.71
C 6.61 -7.52 1.27
O 6.97 -7.80 2.38
O 7.33 -6.74 0.40
H 7.86 -5.39 -1.91
H 6.22 -5.59 -2.56
H 6.50 -4.70 -1.04
H 7.15 -7.68 -1.41
H 4.76 -7.77 -1.24
H 4.67 -6.29 -0.25
C -1.37 6.70 -4.59
C -1.21 6.69 -3.08
C -0.93 8.05 -2.50
O -0.19 7.73 -1.33
C 0.43 6.54 -1.57
O 1.30 6.07 -0.88
O -0.05 5.95 -2.70
H -1.59 5.70 -4.95
H -2.18 7.37 -4.90
H -0.45 7.02 -5.08
H -2.08 6.23 -2.61
H -1.85 8.58 -2.24
H -0.31 8.68 -3.14
C 4.10 6.88 -5.95
C 3.05 6.74 -7.03
C 2.73 8.03 -7.72
O 1.38 7.84 -8.13
C 0.83 6.96 -7.25
O -0.34 6.72 -7.17
O 1.79 6.38 -6.47
H 4.30 5.91 -5.49
H 5.04 7.28 -6.35
H 3.75 7.54 -5.14
H 3.34 5.96 -7.74
H 3.37 8.21 -8.59
H 2.77 8.91 -7.07

The total charge is +1. The value obtained for the HOMO-LUMO gap is 6.47 eV.